{"formula": "C51H95Br24N2O5", "method": "ωB97M-V with the def2-TZVPD basis set", "total_energy_ev": -1748649.6678, "e_homo_ev": -9.91, "total_charge": 1, "elements": ["C", "O", "C", "C", "C", "C", "C", "C", "C", "C", "C", "C", "N", "C", "C", "C", "C", "C", "C", "C", "C", "C", "O", "C", "C", "C", "C", "O", "O", "C", "C", "O", "C", "N", "H", "H", "H", "H", "H", "H", "H", "H", "H", "H", "H", "H", "H", "H", "H", "H", "H", "H", "H", "H", "H", "H", "H", "H", "H", "H", "H", "H", "H", "H", "H", "H", "H", "H", "H", "H", "H", "H", "H", "H", "H", "H", "H", "H", "H", "H", "H", "Br", "C", "C", "Br", "H", "H", "H", "H", "Br", "C", "C", "Br", "H", "H", "H", "H", "Br", "C", "C", "Br", "H", "H", "H", "H", "Br", "C", "C", "Br", "H", "H", "H", "H", "Br", "C", "C", "Br", "H", "H", "H", "H", "Br", "C", "C", "Br", "H", "H", "H", "H", "Br", "C", "C", "Br", "H", "H", "H", "H", "Br", "C", "C", "Br", "H", "H", "H", "H", "Br", "C", "C", "Br", "H", "H", "H", "H", "Br", "C", "C", "Br", "H", "H", "H", "H", "Br", "C", "C", "Br", "H", "H", "H", "H", "Br", "C", "C", "Br", "H", "H", "H", "H"], "positions_angstrom": [[-5.91506, -2.49962, 1.21209], [-5.70349, -1.80145, 2.43948], [-6.02261, -0.40649, 2.32340], [-4.97266, 0.34333, 1.41185], [-4.16769, 1.50853, 2.14074], [-3.33588, 2.23059, 0.97380], [-1.88598, 2.68206, 1.41360], [-0.97252, 2.81050, 0.09885], [0.36916, 1.97972, 0.18544], [1.09415, 1.78148, -1.21167], [0.89447, 0.30089, -1.80337], [0.60194, 0.46435, -3.34870], [-0.13488, -0.66896, -3.97044], [-1.45777, -0.96899, -3.63450], [-2.26745, -0.16592, -2.53707], [-2.87944, -1.17629, -1.45161], [-1.76974, -1.92545, -0.59855], [-1.47871, -1.25284, 0.80213], [-0.15719, -1.78137, 1.50383], [-0.36318, -3.28308, 1.97986], [-0.18265, -3.50403, 3.53738], [-1.09513, -4.72959, 4.01985], [-0.81534, -5.93706, 3.30307], [-1.81037, -6.24421, 2.32005], [-2.20201, -2.07371, -4.29034], [-1.54271, -2.89963, -5.34290], [-2.35203, -4.03019, -6.05873], [-2.33833, -5.29740, -5.38936], [-2.27398, -5.15950, -4.02660], [-0.12391, -2.56274, -5.62800], [0.51998, -1.45013, -4.92290], [1.86857, -1.20906, -5.27168], [2.62289, -1.81887, -4.27097], [3.05201, -2.41031, -3.38240], [-4.93218, -2.48347, 0.63172], [-6.67910, -2.02880, 0.53062], [-6.15204, -3.58643, 1.37688], [-6.17900, 0.08117, 3.32355], [-7.02072, -0.35086, 1.78052], [-5.41814, 0.77469, 0.46539], [-4.21746, -0.41847, 1.08441], [-3.40590, 1.01948, 2.81212], [-4.84498, 2.21939, 2.68777], [-3.94184, 3.03263, 0.47453], [-3.18782, 1.41568, 0.19456], [-1.36974, 1.95585, 2.09734], [-1.98375, 3.68948, 1.92156], [-1.57638, 2.58305, -0.83351], [-0.70308, 3.90787, 0.01498], [1.07901, 2.59457, 0.81915], [0.22702, 1.01576, 0.74971], [0.75202, 2.59188, -1.91088], [2.20009, 1.95764, -1.04298], [1.85207, -0.26990, -1.67802], [0.02598, -0.13365, -1.24785], [-0.07090, 1.37049, -3.45142], [1.54949, 0.74153, -3.88765], [-1.67623, 0.66068, -2.07062], [-3.15953, 0.26328, -3.08759], [-3.53710, -1.94065, -1.94549], [-3.56715, -0.53450, -0.81952], [-2.13512, -2.97902, -0.39446], [-0.84089, -2.04393, -1.24042], [-1.42902, -0.12443, 0.69179], [-2.32805, -1.54549, 1.49064], [-0.04871, -1.16456, 2.45182], [0.77785, -1.59984, 0.90755], [-1.43006, -3.57745, 1.73650], [0.35146, -3.96806, 1.43802], [0.87364, -3.79046, 3.81735], [-0.48861, -2.62327, 4.16669], [-0.80016, -4.92933, 5.09888], [-2.17954, -4.43547, 4.04681], [-2.09005, -7.33179, 2.42071], [-1.38882, -6.11765, 1.27417], [-2.75979, -5.65136, 2.40917], [-3.26571, -2.31090, -4.06313], [-2.00763, -4.20591, -7.12099], [-3.41794, -3.64540, -6.16213], [-3.16315, -4.98032, -3.65568], [0.42792, -3.15764, -6.39103], [-7.82947, 2.64381, 2.53895], [-8.84421, 3.37432, 1.04342], [-8.78197, 2.46917, -0.15953], [-7.06981, 2.62720, -1.07884], [-8.45267, 4.37110, 0.85175], [-9.86753, 3.45494, 1.40947], [-9.52758, 2.76183, -0.89858], [-8.91411, 1.41764, 0.08663], [4.84300, -0.55676, -4.66602], [5.61907, 0.37481, -3.13783], [7.10705, 0.53487, -3.29484], [8.04204, -1.13238, -2.92178], [5.33736, -0.18590, -2.24786], [5.12855, 1.34852, -3.11972], [7.49429, 1.24682, -2.56612], [7.40305, 0.84779, -4.29392], [2.00143, -5.69258, 7.77286], [2.35634, -7.31449, 6.75234], [1.48483, -7.39015, 5.52589], [-0.33315, -7.91621, 5.97990], [2.21747, -8.15348, 7.43086], [3.40779, -7.24908, 6.47249], [1.84259, -8.16484, 4.84778], [1.41621, -6.44671, 4.98739], [8.72635, 4.08245, -2.82441], [8.43721, 4.12124, -4.75067], [7.40335, 5.14979, -5.12833], [5.59962, 4.48841, -4.73228], [8.16926, 3.11103, -5.05199], [9.40726, 4.37703, -5.17716], [7.41332, 5.32800, -6.20282], [7.53385, 6.08808, -4.60645], [5.24293, 10.77490, -5.27047], [4.26249, 9.28631, -6.05576], [4.17228, 8.12287, -5.10209], [5.85504, 7.14099, -5.01978], [4.76100, 9.03765, -6.99091], [3.27075, 9.68428, -6.27318], [3.43685, 7.39596, -5.45245], [3.92715, 8.41796, -4.08366], [-7.73059, -6.12318, 4.57348], [-8.76809, -5.40169, 3.09249], [-8.72141, -6.31706, 1.89690], [-7.01953, -6.16419, 0.96180], [-8.37834, -4.40630, 2.88771], [-9.78647, -5.31762, 3.47168], [-9.47603, -6.03090, 1.16441], [-8.84979, -7.36680, 2.15189], [0.67615, 0.86944, 4.12836], [1.49791, 2.34040, 5.11039], [0.78663, 3.64336, 4.84978], [1.26048, 4.37594, 3.10723], [2.54875, 2.36047, 4.82956], [1.41223, 2.06084, 6.16031], [1.09870, 4.40062, 5.56871], [-0.29763, 3.55291, 4.87151], [6.58706, 8.11298, -9.11981], [5.59661, 6.62111, -9.88634], [5.50895, 5.46631, -8.92128], [7.18815, 4.47954, -8.84265], [6.08655, 6.36280, -10.82281], [4.60429, 7.01966, -10.09854], [4.76947, 4.73987, -9.25834], [5.27292, 5.77314, -7.90310], [12.08754, 2.19843, -1.77615], [12.82860, 3.69506, -0.77272], [12.07742, 4.97048, -1.05633], [12.57153, 5.71516, -2.78725], [13.88541, 3.75309, -1.02434], [12.72424, 3.41347, 0.27503], [12.34098, 5.74022, -0.33098], [10.99745, 4.84005, -1.06481], [1.51337, 11.36192, -8.18191], [2.83557, 12.79431, -8.13474], [3.68096, 12.80194, -9.38234], [5.01753, 11.38623, -9.33661], [3.41580, 12.66032, -7.22347], [2.25471, 13.71342, -8.05895], [4.25049, 13.72848, -9.45365], [3.10461, 12.66490, -10.29484], [-4.49875, -6.83119, 11.43513], [-5.64408, -6.21056, 9.98716], [-5.65671, -7.18960, 8.84226], [-4.02481, -7.06279, 7.78402], [-5.28999, -5.22156, 9.70387], [-6.63697, -6.12342, 10.42836], [-6.46389, -6.95722, 8.14895], [-5.74666, -8.22545, 9.16300], [-2.21524, -10.22309, 11.61482], [-2.24454, -9.36992, 13.36542], [-2.76880, -10.30595, 14.42335], [-4.70775, -10.47038, 14.32591], [-2.83410, -8.46094, 13.26545], [-1.20711, -9.10420, 13.56823], [-2.56759, -9.91077, 15.41904], [-2.36098, -11.31158, 14.34717]], "atomic_forces_ev_per_a": [[1.21, -0.28, -0.82], [-0.74, 0.22, -0.10], [-0.75, 0.37, -1.58], [0.22, 0.57, 0.68], [0.45, -0.43, -1.47], [0.26, -1.30, 0.73], [-0.34, 0.55, -1.25], [0.06, 0.75, 0.53], [0.42, 0.91, 0.12], [0.52, -0.41, 0.74], [0.20, 1.36, -0.41], [-0.38, 1.74, 1.22], [-0.06, -1.81, -1.35], [-1.48, -1.29, -0.36], [-0.35, -0.90, -0.73], [0.36, 0.45, 0.15], [-0.41, -0.29, 0.06], [0.56, -0.19, -0.31], [-0.80, 0.25, 0.91], [0.24, 0.24, 0.20], [-0.56, -1.25, 0.03], [1.29, 0.91, 1.29], [-1.38, 0.97, -0.31], [-0.02, -0.98, -0.84], [3.15, 0.08, -1.65], [1.25, 2.28, 1.82], [-0.49, 1.18, -0.37], [-0.10, 0.25, -1.86], [0.30, 0.57, 2.05], [-1.62, 1.18, 1.52], [-2.00, -2.39, -1.36], [0.07, -0.91, 2.64], [-1.87, 0.38, -1.04], [-0.70, -0.38, 0.07], [-1.05, -0.08, 0.39], [0.43, -0.35, 0.87], [0.09, 1.28, 0.19], [0.53, -0.81, -0.79], [0.87, 0.08, 0.77], [0.17, -0.52, 1.12], [-0.64, 0.66, 0.39], [-0.94, 0.64, -0.28], [0.74, -0.77, -0.43], [0.69, -0.52, 0.55], [-0.15, 0.95, 0.70], [-0.83, 0.60, -0.42], [0.40, -1.19, -0.39], [0.61, -0.01, 1.00], [-0.11, -1.21, -0.18], [-0.89, -0.80, -0.53], [0.17, 0.83, -0.75], [0.21, -0.82, 0.47], [-1.20, -0.21, -0.34], [-1.16, 0.19, 0.11], [1.03, 0.00, -0.67], [0.64, -1.13, -0.06], [-1.07, -0.79, 0.25], [-0.61, -0.82, -0.42], [1.09, -0.19, 0.56], [0.60, 0.84, 0.26], [0.87, -0.87, -0.57], [0.46, 1.12, -0.29], [-0.88, 0.13, 0.85], [-0.27, -1.26, 0.17], [0.78, 0.66, -0.71], [-0.01, -0.60, -1.16], [-0.93, -0.32, 0.33], [1.22, 0.20, 0.11], [-0.96, 0.58, 0.49], [-0.98, 0.55, -0.46], [0.30, -0.61, -0.75], [-0.41, 0.15, -1.13], [0.85, -0.45, -0.39], [0.30, 1.02, -0.01], [-0.45, 0.03, 1.08], [0.95, -0.35, 0.09], [1.10, 0.60, 0.05], [-0.07, 0.02, 1.33], [1.06, -0.41, 0.32], [0.05, -0.33, -0.74], [-0.27, 0.76, 0.85], [-0.03, 0.14, -0.10], [-0.09, -0.10, 0.27], [-0.01, 0.13, -0.22], [-0.01, -0.06, 0.01], [-0.01, -0.12, -0.06], [0.05, -0.04, -0.09], [0.04, 0.02, 0.08], [0.03, 0.12, 0.06], [1.37, 1.07, -0.73], [-0.25, 0.31, 0.03], [0.26, -0.17, 0.23], [-0.04, 0.06, -0.11], [0.12, -0.04, -0.10], [0.12, -0.01, -0.06], [-0.13, 0.02, -0.06], [-0.14, -0.02, 0.07], [-0.03, -0.08, 0.01], [0.20, 0.22, 0.01], [-0.20, -0.25, -0.08], [0.02, 0.03, 0.06], [-0.07, 0.07, -0.10], [-0.08, -0.01, -0.04], [0.03, 0.06, 0.07], [0.03, -0.06, 0.08], [-0.14, -0.10, -0.03], [0.28, 0.06, 0.08], [0.44, -1.66, -0.27], [0.29, -3.31, 0.31], [-0.02, 0.13, -0.01], [-0.09, 0.04, 0.00], [0.05, -0.12, 0.07], [0.69, -0.53, 0.39], [0.01, -0.07, -0.07], [-0.26, 0.27, 0.07], [0.24, -0.09, -0.11], [-1.65, 5.33, -0.41], [-0.02, -0.02, 0.11], [0.05, -0.06, 0.00], [0.02, 0.06, -0.02], [0.02, 0.06, -0.12], [0.06, 0.09, -0.07], [-0.09, -0.11, 0.32], [-0.05, 0.15, -0.24], [-0.01, -0.22, -0.02], [-0.01, -0.11, -0.05], [0.04, -0.04, -0.09], [0.04, 0.02, 0.08], [0.05, 0.12, 0.06], [0.12, 0.08, -0.02], [-0.16, -0.17, 0.15], [0.15, 0.20, -0.03], [-0.09, 0.00, 0.04], [-0.12, 0.06, -0.02], [-0.02, 0.07, -0.06], [0.01, -0.09, -0.02], [0.11, -0.08, 0.00], [0.11, -0.15, -0.04], [-0.11, 0.30, 0.10], [0.00, -0.23, -0.10], [-0.04, 0.03, 0.04], [-0.02, -0.05, 0.13], [0.03, -0.08, 0.04], [0.04, 0.08, -0.02], [0.05, 0.05, -0.09], [0.11, 0.01, 0.00], [-0.17, -0.23, 0.10], [0.20, 0.26, -0.04], [-0.13, -0.06, 0.03], [-0.12, 0.08, -0.02], [-0.02, 0.08, -0.06], [0.02, -0.09, -0.02], [0.12, -0.07, -0.01], [0.07, -0.03, 0.07], [-0.22, 0.12, -0.03], [0.32, 0.02, 0.05], [-0.15, -0.03, -0.10], [0.02, -0.03, -0.13], [0.05, -0.05, -0.05], [-0.09, -0.03, 0.07], [-0.02, 0.00, 0.14], [0.00, 0.11, -0.06], [-0.10, -0.10, 0.28], [0.07, 0.09, -0.30], [-0.02, -0.07, 0.05], [0.00, -0.14, -0.06], [0.04, -0.05, -0.07], [0.00, 0.04, 0.07], [0.03, 0.13, 0.07], [-0.06, 0.08, 0.04], [0.27, -0.13, -0.19], [-0.22, 0.13, 0.21], [0.08, -0.07, -0.03], [-0.01, -0.13, 0.08], [-0.08, -0.04, 0.05], [0.02, 0.02, -0.09], [0.00, 0.12, -0.08]]}